No. 1
Molecular formula: C41H33FeN9O4S2
Method: DFT, the ωB97M-V functional and the def2-TZVPD basis

Summary:
**2S+1**: 2
**Net charge**: +1
**HOMO level (spin up / spin down)**: -9.75 / -9.75 eV
**Energy relative to the best compared isomer or geometry (same formula, charge and spin)**: 16.20 kJ/mol
**Expectation value of S²**: 0.789

Geometry as XYZ:
```
90
Properties=species:S:1:pos:R:3:forces:R:3:lowdin_spin:R:1
Fe 0.27418 0.73673 -0.05175 0.65 -0.04 0.28 0.006
S 1.73223 -2.36512 -2.82052 0.10 0.14 -0.08 0.000
C 0.86920 -3.21585 -1.62043 -0.11 -0.01 0.12 0.000
C 0.42084 -2.39004 -0.62408 0.08 0.06 0.04 0.000
C 0.76339 -1.00715 -0.80678 -0.16 -0.39 -0.22 0.000
C 1.48002 -0.87840 -1.97009 0.08 0.09 -0.02 0.000
C 1.90708 0.45244 -2.38091 -0.11 -0.10 0.10 0.000
C 2.81021 0.74662 -3.39507 0.05 -0.03 -0.04 0.000
C 3.14533 2.06667 -3.63955 0.04 -0.03 -0.05 0.000
C 2.56849 3.06530 -2.87354 0.01 0.04 0.05 0.000
C 1.67676 2.70104 -1.88084 0.06 -0.35 0.11 0.000
N 1.35210 1.42735 -1.62126 0.20 0.25 -0.28 0.000
H 0.72952 -4.28296 -1.72337 0.03 0.05 0.04 0.000
H -0.13378 -2.77357 0.22877 0.01 0.03 -0.06 0.000
H 3.26407 -0.06098 -3.95666 -0.03 0.03 0.00 0.000
H 3.86363 2.31438 -4.41192 -0.03 -0.02 0.01 0.000
H 2.80525 4.10862 -3.02761 -0.04 -0.02 -0.02 0.000
H 1.22011 3.44895 -1.25015 -0.04 0.02 -0.06 0.000
O 1.17064 6.71435 3.54086 0.07 0.12 0.09 0.000
N 2.07360 5.92218 3.70140 -0.03 -0.24 -0.07 0.000
O 3.04996 6.11430 4.38906 -0.04 -0.05 -0.05 0.000
C 1.97220 4.60810 2.99375 -0.43 0.39 -0.10 0.000
C 3.00655 3.77717 3.15774 0.51 -0.35 0.11 0.000
C 3.04864 2.50050 2.50727 0.08 0.19 0.14 0.000
C 4.12210 1.60562 2.62974 0.17 -0.04 0.04 0.000
C 4.06950 0.41766 1.95077 0.02 -0.05 0.01 0.000
C 2.94671 0.12037 1.16183 0.11 -0.16 0.02 0.000
N 1.92540 0.94275 1.03394 -0.01 0.46 0.28 0.000
C 1.98481 2.13082 1.69775 -0.20 -0.12 -0.23 0.000
C 0.87718 3.02858 1.51902 -0.09 -0.09 -0.08 0.000
N -0.09353 2.58204 0.68192 0.12 0.07 0.13 0.000
C -1.13672 3.34971 0.45288 -0.11 0.09 -0.05 0.000
C -1.27700 4.60319 1.06223 -0.10 -0.09 -0.11 0.000
C -0.30925 5.06571 1.91055 0.04 0.11 0.04 0.000
C 0.83510 4.27402 2.15833 -0.06 0.15 0.06 0.000
H 3.82848 4.09302 3.78645 0.01 -0.05 -0.02 0.000
H 4.97464 1.86987 3.24568 -0.04 -0.05 -0.03 0.000
H 4.87651 -0.29970 2.01151 -0.03 0.02 -0.01 0.000
H 2.87143 -0.81508 0.61965 0.00 0.05 -0.01 0.000
H -1.86633 2.96822 -0.25250 0.02 0.06 0.01 0.000
H -2.14978 5.20518 0.85020 0.01 -0.03 -0.01 0.000
H -0.40909 6.03108 2.37756 -0.02 -0.08 -0.06 0.000
C 1.21038 -6.20439 2.69792 -0.04 0.05 0.09 0.002
O 0.22306 -5.94240 3.69405 0.14 -0.12 -0.06 0.052
C -0.92400 -5.36870 3.30549 -0.08 0.08 -0.05 0.086
C -1.92303 -5.26111 4.28644 0.08 -0.05 0.04 -0.013
C -3.12970 -4.68687 3.98576 -0.06 0.04 -0.03 0.067
C -3.36096 -4.16319 2.69883 0.18 -0.01 -0.24 0.017
C -2.36922 -4.30285 1.71264 -0.11 -0.05 0.03 0.088
C -1.16039 -4.89527 2.01040 -0.03 -0.01 -0.01 -0.001
N -4.54872 -3.51651 2.47302 -0.12 -0.33 0.72 0.370
N -4.76282 -2.79203 1.45857 -0.11 0.25 -0.37 0.132
C -4.03832 -1.79249 1.03794 0.01 0.05 0.01 0.088
C -4.38417 -1.28436 -0.27162 -0.03 -0.03 0.08 -0.004
C -3.55750 -0.49494 -0.97568 0.06 0.11 -0.08 0.032
C -2.27773 -0.12376 -0.41827 -0.49 -0.47 0.31 0.010
O -1.44079 0.54918 -1.01428 0.24 0.49 -0.65 0.033
C -1.96253 -0.52971 0.95977 -0.02 -0.01 -0.10 0.007
N -0.76736 -0.09036 1.40190 -0.44 0.05 0.20 -0.001
C -0.49220 -0.26256 2.68870 0.09 -0.13 -0.04 0.004
C -1.39778 -0.85107 3.57140 0.11 0.03 0.01 -0.002
C -2.58744 -1.35386 3.09769 -0.15 0.04 0.12 0.006
C -2.86700 -1.23931 1.73315 -0.15 -0.04 -0.06 0.013
H 2.00413 -6.74637 3.19938 0.01 -0.01 0.03 0.000
H 1.60757 -5.27498 2.28546 0.00 0.02 0.00 0.001
H 0.79912 -6.81844 1.89581 -0.01 -0.02 0.00 0.001
H -1.71396 -5.65086 5.27455 -0.02 0.01 -0.03 -0.002
H -3.91052 -4.60216 4.73180 0.02 0.00 -0.04 0.002
H -2.56722 -3.95017 0.70718 0.08 -0.02 0.02 0.003
H -0.40788 -4.98661 1.24025 -0.03 -0.02 0.01 -0.002
H -5.32662 -1.61202 -0.69320 0.02 -0.06 0.09 0.000
H -3.82130 -0.14524 -1.96501 0.10 0.05 0.00 0.001
H 0.47809 0.07601 3.03072 -0.04 0.03 -0.02 0.000
H -1.15083 -0.92097 4.62243 0.01 0.02 -0.04 0.000
H -3.30590 -1.79195 3.77823 0.09 -0.04 -0.07 0.001
S -1.13244 3.44003 -3.17274 -0.14 -0.04 -0.11 0.000
C -0.86187 2.20998 -4.30221 0.16 0.10 0.04 0.000
N -0.22375 2.46960 -5.45768 -0.05 -0.09 -0.13 0.000
C 0.07050 1.49033 -6.50215 -0.03 0.12 0.10 0.000
C 0.14303 0.10505 -5.89142 0.05 -0.05 0.03 0.000
C -1.10062 -0.13279 -5.05754 -0.03 0.04 0.06 0.000
N -1.25185 0.94305 -4.08610 0.13 0.07 -0.05 0.000
H -0.00069 3.43762 -5.61158 -0.03 0.04 0.02 0.000
H 1.02259 1.75698 -6.96022 -0.01 0.03 -0.02 0.000
H -0.69850 1.52498 -7.27910 0.00 0.00 -0.02 0.000
H 1.02325 0.03435 -5.24979 -0.01 -0.02 -0.02 0.000
H 0.22718 -0.64871 -6.67400 0.00 0.02 0.00 0.000
H -1.03686 -1.07727 -4.51895 0.02 0.00 0.05 0.000
H -1.98116 -0.17258 -5.70585 -0.03 -0.03 0.01 0.000
H -1.50566 0.74595 -3.13392 -0.13 -0.06 0.18 0.000
```
Positions in Å, forces in eV/Å.

---

No. 2
Molecular formula: C4H4N2O
Method: DFT, the ωB97M-V functional and the def2-TZVPD basis

Summary:
**Net charge**: 0
**HOMO level (spin up / spin down)**: -8.37 / -8.36 eV
**Energy relative to the best compared isomer or geometry (same formula, charge and spin)**: 216.38 kJ/mol

Geometry as XYZ:
```
11
Properties=species:S:1:pos:R:3:forces:R:3:lowdin_charge:R:1
C 0.22489 -0.77658 0.82365 -0.23 -0.39 0.29 -0.035
C 0.37727 0.19723 -0.20969 0.69 0.59 -0.46 -0.202
C -1.03631 0.51730 -0.63466 0.40 -0.19 0.17 -0.485
C 1.47424 0.78339 -0.70847 -0.48 -0.35 0.25 0.148
N -1.07583 -0.94779 0.94870 1.41 -0.07 0.15 -0.005
N -1.84753 -0.24078 0.16214 -2.12 0.32 -0.44 0.071
O -1.37253 1.28762 -1.50514 -0.06 0.17 -0.15 0.061
H 0.95945 -1.31588 1.38008 0.10 -0.20 0.29 0.120
H 2.46780 0.55090 -0.36463 0.17 -0.08 0.10 0.072
H 1.36873 1.51990 -1.48813 -0.09 0.12 -0.13 0.081
H -1.54017 -1.57531 1.59615 0.21 0.07 -0.07 0.174
```
Positions in Å, forces in eV/Å.

---

No. 3
Molecular formula: C4H9N2
Method: DFT, the ωB97M-V functional and the def2-TZVPD basis

Summary:
**Net charge**: +1
**HOMO level**: -12.02 eV
**Energy relative to the best compared isomer or geometry (same formula, charge and spin)**: 306.55 kJ/mol

Geometry as XYZ:
```
15
Properties=species:S:1:pos:R:3:forces:R:3:lowdin_charge:R:1
C -0.05105 0.16203 -0.77495 -0.42 0.18 -0.31 -0.197
C 0.36612 0.33472 1.67009 0.32 -0.32 0.37 0.113
C 0.55419 -0.26130 0.51439 -0.13 0.11 0.15 -0.318
C -0.94956 1.35133 -0.49938 0.17 0.12 -0.08 -0.105
N 1.44542 -1.46879 0.42525 0.05 0.16 0.12 0.237
N -2.04605 1.34172 -1.18086 -0.24 -0.22 -0.38 0.085
H 0.72385 0.53189 -1.45413 0.06 -0.02 -0.11 0.134
H -0.55936 -0.68466 -1.26900 0.04 -0.05 -0.01 0.119
H -0.25547 1.21345 1.70783 -0.07 0.08 -0.09 0.070
H 0.82093 0.00330 2.58689 0.16 -0.18 0.22 0.087
H 1.34989 -2.05479 1.26598 0.04 0.11 -0.31 0.180
H 1.20227 -2.02200 -0.40878 0.12 0.06 0.33 0.173
H 2.43146 -1.17959 0.34861 -0.26 -0.16 -0.05 0.186
H -2.69334 2.11237 -1.08126 0.00 -0.03 0.00 0.114
H -2.33930 0.62031 -1.85070 0.13 0.15 0.16 0.124
```
Positions in Å, forces in eV/Å.

---

No. 4
Molecular formula: C20H16Cl2O6PdS
Method: DFT, the ωB97M-V functional and the def2-TZVPD basis

Summary:
**Net charge**: +2
**HOMO level (spin up / spin down)**: -13.99 / -13.99 eV
**Energy relative to the best compared isomer or geometry (same formula, charge and spin)**: 27.59 kJ/mol

Geometry as XYZ:
```
46
Properties=species:S:1:pos:R:3:forces:R:3:lowdin_charge:R:1
Pd -0.06952 0.69514 -0.31985 0.45 0.57 -1.97 0.713
O -2.46249 -4.16368 3.16263 0.03 -0.08 0.00 0.268
C -1.87115 -3.33460 2.56202 0.14 0.24 -0.09 -0.196
C -1.65573 -3.31588 1.01115 -0.15 -0.08 0.32 -0.186
O -1.85570 -4.19491 0.24475 0.04 0.08 -0.15 0.271
C -1.09066 -1.91316 0.66887 -0.05 -0.21 -0.08 -0.154
C -0.87300 -1.12750 1.98026 0.21 0.15 0.21 -0.176
O -0.50026 0.01187 1.95466 -0.12 -0.31 0.34 0.144
C -1.22082 -2.04945 3.17314 -0.20 -0.30 -0.14 -0.192
O -0.97770 -1.84275 4.31282 0.02 0.16 0.01 0.270
O -0.83779 -1.43687 -0.40947 0.24 0.22 0.17 0.105
Cl -2.19928 1.65111 -1.04981 -0.05 -0.11 0.33 0.683
C -1.39051 3.19571 -1.46581 0.01 0.00 0.05 -0.788
Cl 0.33069 3.00573 -1.00974 0.06 -0.18 0.05 0.688
H -1.82832 3.99523 -0.87953 0.02 -0.01 0.06 0.066
H -1.46433 3.36105 -2.53416 0.01 -0.07 -0.03 0.065
O 1.84799 0.21830 -0.28705 -0.28 -0.13 1.53 -0.658
S 3.03332 -0.01818 -1.28318 -0.06 0.13 -0.52 1.086
C 4.11891 1.41306 -1.01385 -0.04 0.03 -0.18 -0.244
C 5.05020 1.59323 -2.18678 -0.05 -0.02 -0.05 -0.301
C 6.42495 1.57264 -2.00560 0.08 0.07 0.10 -0.040
C 7.27093 1.81734 -3.07816 0.02 0.01 0.05 -0.047
C 6.74634 2.07665 -4.33424 -0.01 -0.01 -0.04 -0.052
C 5.37066 2.08203 -4.52484 -0.04 -0.03 0.01 -0.055
C 4.52732 1.83230 -3.45488 -0.07 0.05 -0.01 -0.061
C 3.94792 -1.32873 -0.42895 -0.24 -0.21 -0.06 -0.257
C 5.29702 -1.53050 -1.05440 0.03 0.05 -0.07 -0.306
C 6.44123 -1.41399 -0.27724 0.05 0.01 0.12 -0.046
C 7.68443 -1.69545 -0.82674 0.00 0.03 0.05 -0.052
C 7.78610 -2.06985 -2.15714 0.00 0.04 -0.05 -0.048
C 6.64621 -2.15055 -2.94856 -0.02 0.00 0.00 -0.045
C 5.40466 -1.88511 -2.39772 -0.07 -0.06 -0.02 -0.047
H 4.63390 1.28354 -0.06252 -0.01 -0.01 0.01 0.115
H 3.41656 2.24605 -0.93709 0.00 0.00 0.06 0.089
H 6.83927 1.39160 -1.02168 0.01 -0.02 -0.01 0.118
H 8.34221 1.82388 -2.92676 -0.01 -0.02 0.01 0.118
H 7.40693 2.28098 -5.16628 0.00 -0.01 0.01 0.117
H 4.95816 2.29508 -5.50208 0.00 -0.04 0.01 0.115
H 3.45135 1.83669 -3.60595 0.02 0.04 -0.03 0.107
H 3.31367 -2.21030 -0.54437 -0.03 0.02 0.03 0.109
H 3.98579 -1.04571 0.62320 0.05 0.06 -0.01 0.110
H 6.36402 -1.13150 0.76718 0.01 -0.03 -0.01 0.123
H 8.57216 -1.63262 -0.21163 -0.01 0.00 0.01 0.118
H 8.75389 -2.30468 -2.57987 -0.01 0.02 0.00 0.119
H 6.72573 -2.44199 -3.98729 -0.01 0.02 0.01 0.118
H 4.51267 -1.96879 -3.01043 0.03 -0.04 -0.02 0.118
```
Positions in Å, forces in eV/Å.

---

No. 5
Molecular formula: C6H9N
Method: DFT, the ωB97M-V functional and the def2-TZVPD basis

Summary:
**Net charge**: 0
**HOMO level**: -8.49 eV
**Energy relative to the best compared isomer or geometry (same formula, charge and spin)**: 497.06 kJ/mol

Geometry as XYZ:
```
16
Properties=species:S:1:pos:R:3:forces:R:3:lowdin_charge:R:1
C -1.68849 0.67846 -0.77322 0.04 -0.20 -0.06 -0.098
N -0.64458 0.92502 0.20529 0.20 -0.68 0.07 -0.127
C -0.32538 -0.09287 1.13742 -0.49 -0.54 0.60 -0.282
C 0.58499 -1.15781 0.53591 0.01 -0.37 0.12 -0.151
C 1.10130 -0.66554 -0.82814 -0.32 0.16 -0.22 -0.098
C 0.98386 0.73076 -0.19815 -1.92 0.24 0.10 -0.088
C 1.14331 0.09151 1.19569 -0.25 0.17 0.35 -0.110
H -1.50867 -0.23215 -1.35567 -0.15 -0.04 -0.08 0.069
H -1.79883 1.53133 -1.46038 0.22 -0.21 0.21 0.081
H -2.65759 0.56716 -0.26418 0.28 -0.01 0.02 0.086
H -0.96376 -0.30715 1.97639 -0.26 -0.34 0.22 0.133
H 0.54863 -2.16744 0.92429 0.30 0.05 -0.06 0.125
H 0.56893 -0.84950 -1.76458 -0.13 -0.11 0.12 0.089
H 2.13362 -1.04399 -0.92876 -0.30 0.61 0.00 0.118
H 0.66894 1.73878 -0.39032 2.85 1.20 -1.19 0.123
H 1.82409 0.22597 2.02615 -0.09 0.08 -0.19 0.130
```
Positions in Å, forces in eV/Å.

---

No. 6
Molecular formula: C10H8IrN3O6
Method: DFT, the ωB97M-V functional and the def2-TZVPD basis

Summary:
**2S+1**: 5
**Net charge**: +2
**HOMO level (spin up / spin down)**: -13.94 / -17.60 eV
**Energy relative to the best compared isomer or geometry (same formula, charge and spin)**: 110.44 kJ/mol
**Expectation value of S²**: 6.045

Geometry as XYZ:
```
28
Properties=species:S:1:pos:R:3:forces:R:3:lowdin_spin:R:1
O 1.15843 -3.03426 -1.74579 0.19 -0.89 0.28 0.293
C 0.19987 -2.40553 -1.61997 -1.05 1.05 -0.36 0.596
Ir -2.09761 -0.81411 -0.96282 0.23 1.13 0.56 0.978
C -2.75937 0.71548 -0.11776 -4.14 4.92 2.61 0.130
O -3.46775 1.55040 0.30359 2.89 -3.02 -1.52 0.050
C -3.93946 -1.22201 -1.42491 -2.84 -3.08 -1.42 0.110
O -4.91571 -1.70304 -1.78891 2.26 1.75 1.02 0.033
C -1.53301 -1.58069 0.87521 -2.78 -2.38 3.13 0.114
O -1.71520 -1.98711 1.94162 -0.08 1.04 -2.20 0.057
C -1.51830 -0.02700 -2.62399 1.05 1.54 -5.61 0.178
O -1.23189 0.49516 -3.63506 -1.06 -1.76 4.03 0.093
H -0.92673 -2.54870 -1.20243 1.78 -1.40 -0.46 0.182
C 2.79790 -0.76178 2.20918 0.28 -0.66 0.38 0.031
N 1.96260 0.05991 1.33052 1.42 1.89 0.86 0.260
C 2.33686 1.36418 1.15678 0.27 -2.04 0.67 0.031
C 1.56098 2.14976 0.37312 0.21 1.77 -0.23 0.313
C 0.41312 1.61968 -0.25639 -2.33 -0.91 -1.18 0.048
N 0.08829 0.34077 -0.11859 1.03 0.92 0.39 0.122
C 0.78271 -0.40369 0.74766 -1.38 -2.75 -0.43 0.012
O 0.35490 -1.56890 1.01389 3.43 2.35 -0.29 0.266
N -0.41096 2.40013 -0.96836 1.20 -0.10 0.16 0.058
H 2.39533 -1.76436 2.24947 -0.06 -0.11 -0.03 0.000
H 2.84366 -0.34590 3.22140 -0.32 0.14 -0.17 0.015
H 3.83104 -0.78972 1.84722 -0.22 0.06 -0.28 0.014
H 3.24617 1.70046 1.66940 -0.39 -0.16 -0.26 0.000
H 1.78459 3.19663 0.21891 0.25 0.06 0.15 0.011
H -0.09809 3.34505 -1.11925 -0.35 0.30 -0.28 0.000
H -1.14238 2.01919 -1.57375 0.49 0.35 0.49 0.006
```
Positions in Å, forces in eV/Å.

---

Question: Which value of energy relative to the best compared isomer or geometry (same formula, charge and spin) does entry 3 give?
Answer: 306.55 kJ/mol